111
Properties=species:S:1:pos:R:3 method="wB97M-V/def2-TZVPD" e_homo_ha=-0.109 molar_mass_g_mol=752.1 energy_ev=-81125.2246 multiplicity=1 fmax_ev_per_a=3.88 relative_energy_ev=3.673 charge=-1
C -2.5438 0.3290 -2.5790
C -2.2150 0.1116 -1.0858
C -0.6919 -0.3362 -0.9113
O -2.4556 1.2248 -0.2390
H -2.4470 1.3725 -2.8786
H -3.5267 -0.1159 -2.7337
H -1.8364 -0.2467 -3.1759
H -2.8119 -0.7323 -0.7398
H 0.0167 0.4193 -1.2509
H -0.5212 -1.2051 -1.5469
H -0.4766 -0.5970 0.1249
C 7.1744 -0.4555 5.0447
S 5.4655 -1.0771 5.4049
O 4.9537 -0.3964 6.7127
C 4.6113 -0.4474 3.9059
H 7.4904 0.3395 5.7201
H 7.0470 0.1307 4.1346
H 7.9797 -1.1637 4.8499
H 3.6380 -0.9244 3.7905
H 5.2274 -0.3390 3.0133
H 4.4547 0.5954 4.1817
C -1.3396 -6.2355 -7.3622
S -1.8989 -5.5755 -5.6903
O -0.8700 -4.5945 -5.2138
C -3.4026 -4.6421 -6.4761
H -0.3983 -6.7695 -7.2322
H -1.1933 -5.4411 -8.0942
H -2.1111 -6.9138 -7.7265
H -4.1928 -4.3385 -5.7895
H -3.7575 -5.4416 -7.1265
H -3.1612 -3.7712 -7.0854
N 3.2769 -2.0830 -7.1081
C 2.6121 -0.9942 -7.6661
C 3.6125 -0.1182 -8.1027
C 4.8065 -0.7347 -7.8118
C 4.6295 -1.9447 -7.2037
H 2.7998 -2.8773 -6.7061
H 1.5408 -1.1188 -7.7225
H 3.5271 0.8847 -8.4943
H 5.7280 -0.2814 -8.1463
H 5.3078 -2.7308 -6.9065
N -1.5115 -5.3140 3.9699
C -2.8435 -5.3585 4.3453
C -2.9960 -6.3628 5.2473
C -1.7288 -6.9835 5.5250
C -0.8583 -6.1871 4.7813
H -1.0566 -4.6894 3.3195
H -3.5584 -4.7268 3.8390
H -3.8648 -6.7584 5.7522
H -1.5260 -7.8159 6.1826
H 0.2195 -6.2547 4.7699
N 0.7471 4.3678 3.0034
C 1.2500 4.2383 4.2691
C 2.2806 5.1911 4.4173
C 2.3463 5.9450 3.2532
C 1.3577 5.4363 2.3628
H 0.1915 3.7368 2.4437
H 1.0474 3.3683 4.8762
H 2.9690 5.1316 5.2474
H 2.9965 6.7728 3.0113
H 1.1562 5.8184 1.3730
N -3.9276 3.7152 4.9793
C -3.8445 2.9946 6.1143
C -4.1215 3.7240 7.2474
C -4.6554 5.0016 6.7193
C -4.4067 5.0039 5.3610
H -3.6197 3.3760 4.0792
H -3.4499 2.0071 5.9258
H -4.1466 3.3467 8.2590
H -5.1872 5.8597 7.1030
H -4.5291 5.6803 4.5280
N 6.6539 2.1654 -2.0774
C 8.0257 2.0650 -1.7843
C 8.1785 2.7981 -0.6049
C 6.9440 3.1584 -0.0529
C 6.0162 2.8902 -1.0823
H 6.1741 1.7336 -2.8542
H 8.6631 1.4527 -2.4050
H 9.1074 2.8499 -0.0564
H 6.7196 3.7120 0.8468
H 4.9488 3.0543 -1.0678
N -7.3033 -0.1092 1.8276
C -8.2177 0.2966 0.8929
C -9.3231 -0.4948 0.7725
C -9.0464 -1.3671 1.8515
C -7.8748 -1.1375 2.4897
H -6.4292 0.3439 2.0531
H -7.8834 1.1565 0.3314
H -10.1172 -0.4713 0.0409
H -9.7378 -2.1286 2.1810
H -7.3621 -1.6831 3.2681
N -4.2339 5.8825 -2.1286
C -3.6426 7.1669 -2.2317
C -4.0785 7.7267 -3.4685
C -4.8203 6.7335 -4.0695
C -5.0739 5.7263 -3.2179
H -3.9637 5.1222 -1.5211
H -3.0108 7.4288 -1.3958
H -3.7766 8.6826 -3.8704
H -4.9949 6.7795 -5.1343
H -5.5205 4.7560 -3.3778
N 3.5971 -4.7875 -0.8173
C 3.9663 -5.5344 0.2590
C 5.2249 -5.1531 0.7073
C 5.6712 -4.1979 -0.2055
C 4.7132 -3.9990 -1.1670
H 2.7319 -4.9352 -1.3169
H 3.3261 -6.2608 0.7374
H 5.7787 -5.4508 1.5855
H 6.5503 -3.5715 -0.2390
H 4.6414 -3.4290 -2.0815



123
Properties=species:S:1:pos:R:3 method="wB97M-V/def2-TZVPD" e_homo_ha=-0.302 molar_mass_g_mol=932.3 energy_ev=-101030.4505 multiplicity=1 fmax_ev_per_a=1.58 charge=-1
Cl 0.0594 0.2350 -0.0128
O -0.8865 -0.4146 -0.8910
O -0.2440 1.6583 -0.0322
O -0.1536 -0.2635 1.3299
O 1.4019 -0.0294 -0.4625
O 4.0613 1.6509 -3.7516
C 2.8663 1.5834 -3.6987
O 2.1885 0.5510 -4.2471
C 0.7753 0.7342 -4.1197
C 0.5844 2.2137 -3.7268
C 1.9049 2.5361 -3.0297
H 0.2979 0.0759 -3.3928
H 0.2918 0.6236 -5.0897
H -0.2830 2.3274 -3.0810
H 0.3848 2.7949 -4.6256
H 1.8236 2.2647 -1.9730
H 2.2043 3.5769 -3.1071
O -1.5445 -0.5223 7.8345
C -0.9224 -0.5450 6.8086
O -1.3981 0.0043 5.6720
C -0.4824 -0.2263 4.5639
C 0.8427 -0.5717 5.2310
C 0.4047 -1.2204 6.5358
H -0.4551 0.6509 3.9290
H -0.8786 -1.0823 4.0146
H 1.4723 0.3090 5.3206
H 1.4013 -1.2477 4.5776
H 1.1143 -1.1204 7.3492
H 0.2109 -2.2785 6.3451
O -2.6345 2.8985 -3.8178
C -3.4221 2.7656 -2.9264
O -4.4027 3.6640 -2.7039
C -5.1643 3.3471 -1.5442
C -4.6500 2.0114 -0.9816
C -3.3921 1.7220 -1.8222
H -6.2152 3.2819 -1.8341
H -5.1370 4.1565 -0.8106
H -5.3644 1.2214 -1.2047
H -4.4373 1.9986 0.0818
H -3.3604 0.7288 -2.2595
H -2.4670 1.9158 -1.2748
O -6.9901 -1.7958 0.3660
C -5.8369 -1.8902 0.6667
O -4.8962 -1.0591 0.1605
C -3.5578 -1.4490 0.5736
C -3.7746 -2.2362 1.8510
C -5.1654 -2.8395 1.6429
H -3.0371 -0.4978 0.6582
H -3.0622 -1.9959 -0.2287
H -3.7146 -1.5845 2.7250
H -3.0064 -2.9925 2.0014
H -5.7244 -2.9102 2.5725
H -5.1200 -3.8252 1.1761
O -2.1974 7.7576 -1.5352
C -1.7482 6.6910 -1.2329
O -0.8732 6.0289 -2.0157
C -0.3391 4.8585 -1.3685
C -0.8917 4.8449 0.0663
C -2.0014 5.9010 0.0339
H 0.7460 4.9235 -1.4125
H -0.6718 3.9886 -1.9324
H -0.1441 5.0738 0.8192
H -1.3245 3.8628 0.2417
H -2.1252 6.5344 0.9048
H -2.9637 5.4025 -0.1303
O -1.6095 -4.3814 0.4507
C -0.5369 -4.0699 0.8893
O 0.5752 -4.0739 0.1293
C 1.6908 -3.5570 0.8719
C 1.3333 -3.7418 2.3408
C -0.1920 -3.6649 2.3060
H 1.8073 -2.4899 0.6587
H 2.6088 -4.0636 0.5889
H 1.8088 -2.9900 2.9667
H 1.6629 -4.7161 2.7092
H -0.5128 -2.6259 2.4319
H -0.7279 -4.2939 3.0110
O 4.0981 -5.0875 -1.1866
C 3.8358 -4.1675 -1.9061
O 4.7839 -3.2683 -2.2703
C 4.2377 -2.2175 -3.0621
C 2.7139 -2.3859 -3.0193
C 2.5283 -3.8228 -2.5888
H 4.6086 -2.2123 -4.0876
H 4.5120 -1.2541 -2.6309
H 2.2293 -2.0998 -3.9528
H 2.2480 -1.6948 -2.3081
H 2.5044 -4.5142 -3.4428
H 1.6585 -4.0771 -1.9922
O -1.3810 -4.0477 -6.1815
C -1.5713 -3.6058 -5.0852
O -0.6709 -3.7213 -4.0898
C -1.2157 -3.2458 -2.8299
C -2.3715 -2.3408 -3.2203
C -2.8233 -2.9312 -4.5598
H -0.4306 -2.7710 -2.2467
H -1.5249 -4.1238 -2.2567
H -1.9983 -1.3220 -3.3407
H -3.1976 -2.3154 -2.5124
H -3.1998 -2.1753 -5.2428
H -3.5761 -3.7088 -4.4197
O 1.0665 2.8217 5.1847
C 1.5573 2.9271 4.1022
O 2.1494 1.8918 3.4700
C 2.7617 2.3174 2.2455
C 1.9854 3.5738 1.8577
C 1.6753 4.1668 3.2267
H 2.6297 1.5288 1.5061
H 3.8310 2.4842 2.3973
H 1.1084 3.2822 1.2834
H 2.6114 4.1813 1.2005
H 0.7451 4.7334 3.2803
H 2.4458 4.8450 3.5960
C 4.6392 -0.6555 0.5325
C 5.0925 -1.0606 1.9127
O 4.6183 -2.0211 2.4741
C 6.2155 -0.2527 2.5028
H 5.4752 -0.6907 -0.1663
H 4.1857 0.3372 0.5317
H 3.8474 -1.3292 0.2083
H 6.3787 -0.4511 3.5611
H 5.9662 0.8128 2.4511
H 7.1332 -0.4348 1.9443



107
Properties=species:S:1:pos:R:3 method="wB97M-V/def2-TZVPD" e_homo_ha="-0.487 / -0.484" molar_mass_g_mol=746.9 energy_ev=-108421.4928 multiplicity=2 fmax_ev_per_a=2.98 s2=0.825 relative_energy_ev=1.854 charge=+2
V -0.1523 -0.8844 0.4053
C -0.9735 -0.4644 -5.9562
C 0.0129 -0.4852 -4.7846
C 0.7425 -1.8318 -4.7619
P -0.6204 -0.0869 -3.0749
C -2.4100 -0.5933 -2.9579
C -2.5393 -2.1065 -3.1450
C -3.4369 0.1681 -3.7933
C -0.7170 1.7313 -3.0259
C -0.7741 2.5157 -4.1790
C -0.8388 3.8976 -4.1074
C -0.8459 4.5209 -2.8693
C -0.7728 3.7529 -1.7193
C -0.6970 2.3536 -1.7756
Si -0.3075 1.4914 -0.1474
C -1.4705 2.0061 1.2825
C -2.3757 3.0601 1.1242
C -3.0973 3.5728 2.1953
C -2.9353 3.0337 3.4606
C -2.0963 1.9445 3.6339
C -1.3817 1.4126 2.5607
P -0.4391 -0.1257 2.8177
C -1.5191 -1.1860 3.9090
C -2.9840 -1.3640 3.5231
C -0.8521 -2.5405 4.1689
C 0.9940 0.2458 3.9777
C 1.5920 1.6241 3.7029
C 0.6761 0.1297 5.4704
C 1.4323 2.0835 0.3201
C 1.6411 3.4293 0.6349
C 2.8941 3.9035 0.9830
C 3.9764 3.0340 1.0201
C 3.7935 1.6948 0.7252
C 2.5295 1.2114 0.3775
P 2.2610 -0.5715 0.1416
C 2.8554 -1.0482 -1.5350
C 2.7895 -2.5722 -1.6851
C 4.2119 -0.4663 -1.9270
C 3.2679 -1.3960 1.4758
C 2.5658 -2.6621 1.9759
C 4.7343 -1.7033 1.1617
H -0.4071 -0.4852 -6.8892
H -1.6192 0.4095 -5.9833
H -1.6075 -1.3510 -5.9515
H 0.7665 0.2933 -4.9456
H 0.0672 -2.6524 -4.5127
H 1.5586 -1.8324 -4.0423
H 1.1642 -2.0392 -5.7467
H -2.6001 -0.3608 -1.9031
H -2.3875 -2.3856 -4.1870
H -3.5433 -2.4436 -2.8738
H -1.8145 -2.6573 -2.5434
H -3.4272 -0.1560 -4.8316
H -3.2793 1.2463 -3.7647
H -4.4395 -0.0325 -3.4071
H -0.7682 2.0523 -5.1542
H -0.8790 4.4829 -5.0163
H -0.8914 5.5993 -2.7961
H -0.7323 4.2696 -0.7711
H -2.5334 3.4907 0.1465
H -3.7844 4.3934 2.0369
H -3.4816 3.4361 4.3030
H -2.0198 1.4975 4.6176
H -1.5026 -0.6232 4.8428
H -3.1082 -2.1026 2.7298
H -3.4743 -0.4279 3.2477
H -3.5209 -1.7549 4.3885
H -0.9891 -3.2184 3.3302
H -1.2983 -3.0029 5.0506
H 0.2197 -2.4546 4.3525
H 1.7353 -0.5202 3.7306
H 0.8716 2.4132 3.9243
H 1.9253 1.7441 2.6796
H 2.4534 1.7694 4.3559
H -0.0946 0.8362 5.7835
H 1.5822 0.3936 6.0172
H 0.3948 -0.8717 5.7850
H 0.8080 4.1213 0.6351
H 3.0278 4.9478 1.2327
H 4.9597 3.3952 1.2903
H 4.6442 1.0307 0.7739
H 2.0911 -0.6082 -2.1800
H 3.4349 -3.0812 -0.9711
H 3.1326 -2.8615 -2.6784
H 1.7718 -2.9467 -1.5589
H 5.0358 -0.9471 -1.4035
H 4.2643 0.6091 -1.7616
H 4.3601 -0.6413 -2.9944
H 3.2437 -0.6457 2.2726
H 2.4852 -3.4139 1.1900
H 1.5580 -2.4628 2.3419
H 3.1377 -3.0995 2.7957
H 4.8368 -2.4878 0.4146
H 5.2021 -2.0694 2.0769
H 5.3055 -0.8405 0.8302
N -2.6407 -0.6676 0.3612
C -3.3984 -1.8632 -0.1078
C -2.6540 -3.1803 0.1667
C -1.1870 -2.9405 0.2568
O -0.4682 -3.3502 1.1433
O -0.6476 -2.1125 -0.6656
H -2.8058 -0.5297 1.3526
H -3.0184 0.1650 -0.0815
H -3.5761 -1.7473 -1.1740
H -4.3752 -1.9072 0.3752
H -2.8320 -3.9005 -0.6360
H -2.9651 -3.6487 1.0978



114
Properties=species:S:1:pos:R:3 method="wB97M-V/def2-TZVPD" e_homo_ha="-0.515 / -0.515" molar_mass_g_mol=826.8 energy_ev=-67086.3097 multiplicity=4 fmax_ev_per_a=1.34 s2=3.792 charge=+2
Tc 1.1560 0.1781 -0.2837
C 3.5672 0.6525 1.1710
C 3.3408 1.9495 0.3960
N 2.4996 1.8407 -0.8241
C 1.9066 3.1751 -1.0626
C 0.9771 3.2941 -2.2604
C 3.3236 1.4522 -1.9724
C 3.6667 -0.0286 -1.8929
N 2.5078 -0.8104 -1.4798
C 2.5751 -2.1359 -1.8096
C 1.4180 -2.9231 -1.9937
F 0.2014 -2.3775 -1.7720
C 1.4594 -4.2391 -2.4250
F 0.3047 -4.8879 -2.5618
C 2.6564 -4.8747 -2.7061
C 3.8169 -4.1482 -2.5012
F 4.9982 -4.7032 -2.7227
C 3.7871 -2.8360 -2.0499
F 4.9709 -2.2624 -1.7816
H 3.9485 0.9157 2.1565
H 4.3013 -0.0118 0.7231
H 2.6186 0.1106 1.3412
H 4.2981 2.4188 0.1448
H 2.8156 2.6076 1.0782
H 2.7175 3.9072 -1.1592
H 1.3193 3.4035 -0.1751
H 1.4952 3.2710 -3.2147
H 0.4724 4.2554 -2.1971
H 0.2213 2.5161 -2.2354
H 4.2488 2.0395 -2.0062
H 2.7667 1.6510 -2.8859
H 4.5059 -0.1779 -1.2044
H 4.0220 -0.3556 -2.8770
H 2.6901 -5.8986 -3.0426
C -0.1914 4.8600 1.6095
C 0.6030 3.9078 2.5166
C 2.0971 4.2306 2.4672
C 0.0474 2.5068 2.3423
C -0.8577 2.1250 3.3436
C -1.5531 1.0355 2.8657
C -2.6486 0.3055 3.5604
C -2.0699 -0.5102 4.7209
C -3.7005 1.2892 4.0774
N -1.0650 0.7665 1.6425
N -0.0454 1.6222 1.3216
B -1.7468 -0.1024 0.5911
N -1.5627 0.5633 -0.7957
N -0.4836 0.1843 -1.5324
C -0.8455 0.2164 -2.8498
C -2.1161 0.7674 -2.9152
C -2.5457 0.9925 -1.6037
C -3.8105 1.7128 -1.2680
C -4.1198 1.9679 0.2053
C -3.7504 3.0691 -2.0006
C -0.1718 -0.4002 -4.0487
C 1.2019 0.1594 -4.4018
C -1.0543 -0.2956 -5.2941
N -1.0518 -1.4776 0.6030
N 0.3016 -1.4340 0.6591
C 0.7421 -2.6255 1.1191
C -0.3509 -3.4488 1.3148
C -1.4791 -2.6999 0.9604
C -2.8465 -3.2837 0.8791
C -3.7825 -2.5916 -0.1062
C -3.4772 -3.4178 2.2718
C 2.1757 -2.9521 1.3866
C 2.4861 -4.4083 1.0301
C 2.4822 -2.6834 2.8669
H 0.1356 5.8808 1.7917
H -1.2533 4.7926 1.8269
H -0.0487 4.6418 0.5552
H 0.3068 4.1507 3.5427
H 2.4486 4.4427 1.4610
H 2.6933 3.4507 2.9351
H 2.2585 5.1389 3.0435
H -0.9970 2.6101 4.2862
H -3.1165 -0.3792 2.8543
H -1.6239 0.1509 5.4595
H -1.3110 -1.2097 4.3780
H -2.8644 -1.0759 5.1996
H -3.2874 1.9290 4.8521
H -4.5373 0.7421 4.5031
H -4.0786 1.9152 3.2738
H -2.8841 -0.2288 0.8120
H -2.6787 0.9655 -3.8030
H -4.6338 1.1362 -1.7079
H -3.2444 2.3273 0.7386
H -4.5042 1.0823 0.7010
H -4.8897 2.7326 0.2702
H -2.9569 3.6785 -1.5757
H -4.6922 3.5930 -1.8719
H -3.5714 2.9475 -3.0634
H -0.0537 -1.4622 -3.8179
H 1.1219 1.2066 -4.6782
H 1.6065 -0.3811 -5.2553
H 1.8704 0.0365 -3.5650
H -1.1950 0.7443 -5.5754
H -2.0220 -0.7651 -5.1500
H -0.5621 -0.7995 -6.1218
H -0.3488 -4.4633 1.6609
H -2.6780 -4.3069 0.5182
H -4.2838 -1.7402 0.3410
H -4.5476 -3.2897 -0.4269
H -3.2337 -2.2564 -0.9818
H -3.6627 -2.4406 2.7076
H -2.8292 -3.9794 2.9390
H -4.4221 -3.9464 2.1876
H 2.8016 -2.2959 0.7733
H 2.0864 -5.0890 1.7752
H 3.5607 -4.5607 0.9825
H 2.0580 -4.6775 0.0688
H 1.9015 -3.3497 3.5004
H 2.2415 -1.6579 3.1396
H 3.5356 -2.8597 3.0628